A structure of composition C38H66AsN4O4SbV at a distorted geometry. Source: the Open Molecules 2025 dataset; level of theory: the ωB97M-V functional and the def2-TZVPD basis.

XYZ file:
```
115
Properties=species:S:1:pos:R:3:lowdin_spin:R:1
V -0.53 -0.35 1.33 2.762
C -2.45 -3.35 -0.77 0.000
O -2.27 -1.98 -0.46 0.005
C -3.26 -1.17 -1.08 0.001
C -4.61 -1.26 -0.40 0.000
O -4.60 -0.48 0.78 0.000
C -5.81 -0.61 1.50 0.000
H -1.61 -3.91 -0.36 0.000
H -2.48 -3.51 -1.85 0.000
H -3.37 -3.75 -0.32 0.000
H -3.36 -1.45 -2.13 0.000
H -2.89 -0.14 -1.04 0.000
H -4.87 -2.29 -0.15 0.000
H -5.39 -0.89 -1.09 0.000
H -6.67 -0.27 0.91 0.000
H -5.74 0.01 2.40 0.000
H -5.99 -1.64 1.81 0.000
C 4.58 -1.56 3.59 -0.003
C 4.10 -1.63 2.29 0.001
C 2.91 -0.99 1.96 0.000
C 2.24 -0.27 2.92 0.002
C 2.72 -0.18 4.23 -0.003
C 3.89 -0.83 4.56 0.001
N 0.98 0.35 2.58 0.000
N 0.75 1.37 3.27 0.081
C -0.58 1.89 3.14 0.011
C -0.95 2.90 4.00 0.007
C -2.28 3.31 3.97 0.015
C -3.15 2.69 3.10 0.005
C -2.68 1.69 2.24 0.018
N -1.40 1.32 2.26 0.011
H 5.50 -2.07 3.85 0.000
H 4.64 -2.18 1.54 0.000
H 2.53 -1.02 0.95 0.001
H 2.17 0.37 4.98 0.000
H 4.27 -0.78 5.57 0.000
H -0.22 3.32 4.68 0.000
H -2.62 4.09 4.64 0.001
H -4.20 2.96 3.06 0.000
H -3.32 1.16 1.56 0.001
O -1.99 -1.24 2.59 0.021
C -2.22 -2.66 2.76 0.002
C -1.27 -3.25 3.78 0.001
C 0.18 -2.84 3.49 0.006
C 0.60 -3.24 2.10 0.006
C 1.20 -4.48 1.91 -0.001
C 1.54 -4.89 0.63 0.007
C 1.25 -4.05 -0.43 0.000
C 0.64 -2.84 -0.17 0.011
N 0.33 -2.42 1.07 0.008
H -2.29 -0.77 3.37 0.002
H -2.09 -3.07 1.77 0.000
H -3.27 -2.80 3.05 0.000
H -1.38 -4.34 3.74 0.000
H -1.53 -2.94 4.79 0.000
H 0.86 -3.26 4.22 0.001
H 0.25 -1.76 3.59 0.003
H 1.40 -5.11 2.77 0.000
H 2.01 -5.85 0.47 0.000
H 1.47 -4.32 -1.45 0.000
H 0.37 -2.16 -0.97 0.002
C -4.61 2.66 -0.57 0.000
As -2.73 2.94 -0.88 0.002
C -2.15 4.44 0.16 0.000
C -2.71 3.57 -2.69 0.001
O -1.78 1.59 -0.59 0.016
H -4.98 1.99 -1.34 0.000
H -4.79 2.21 0.40 0.000
H -5.12 3.61 -0.65 0.000
H -3.00 5.09 0.40 0.000
H -1.43 5.01 -0.43 0.000
H -1.67 4.09 1.07 0.000
H -3.37 4.44 -2.74 0.000
H -3.07 2.79 -3.36 0.000
H -1.70 3.87 -2.97 0.000
C 4.34 -1.19 -1.10 0.000
C 3.59 -0.71 -2.35 -0.002
C 3.17 -1.97 -3.12 0.000
C 4.57 0.11 -3.20 0.000
Sb 1.77 0.38 -1.76 -0.003
C 0.69 0.47 -3.65 -0.001
C 1.54 0.65 -4.91 0.000
C -0.30 1.62 -3.59 0.000
C -0.12 -0.83 -3.74 0.000
C 2.45 2.41 -1.33 0.000
C 3.55 2.31 -0.29 0.000
C 1.26 3.15 -0.71 0.001
C 2.95 3.20 -2.54 0.000
H 5.30 -1.60 -1.40 0.000
H 3.79 -1.99 -0.61 0.000
H 4.53 -0.40 -0.38 0.000
H 4.04 -2.62 -3.23 0.000
H 2.80 -1.76 -4.12 0.000
H 2.41 -2.53 -2.59 0.000
H 5.36 -0.56 -3.56 0.000
H 5.05 0.89 -2.62 0.000
H 4.10 0.56 -4.07 0.000
H 2.14 1.55 -4.88 0.000
H 0.87 0.74 -5.77 0.000
H 2.20 -0.19 -5.12 0.000
H 0.20 2.59 -3.61 0.000
H -0.91 1.55 -2.69 0.000
H -0.95 1.58 -4.47 0.000
H 0.52 -1.72 -3.78 0.000
H -0.73 -0.83 -4.64 0.000
H -0.79 -0.94 -2.88 0.000
H 3.24 1.74 0.60 0.000
H 3.82 3.31 0.06 0.000
H 4.46 1.85 -0.68 0.000
H 0.85 2.62 0.15 0.001
H 0.45 3.28 -1.42 0.000
H 1.59 4.14 -0.38 0.000
H 3.84 2.76 -2.99 0.000
H 3.22 4.21 -2.21 0.000
H 2.19 3.31 -3.31 0.000
```

Results
Energy = -5427.0498 a.u.
Spin multiplicity = 4
Energy above the lowest of the compared OMol25 structures with the same formula, charge and spin = 5.9 kcal per mole
Orbital gap (spin up / spin down) = 6.038 / 5.820 eV
Net charge = +2
LUMO (spin up / spin down) = -6.37 / -6.61 eV